# 1
60
Properties=species:S:1:pos:R:3:forces:R:3:mulliken_charge:R:1 method="wB97M-V/def2-TZVPD" lumo_ev=0.1 homo_energy_ev=-6.637 e_tot_ev=-48157.819 de_lowest_kj_mol=1915.7 total_charge=0 orbital_gap_ev=6.697
C -8.1969 6.4586 2.1925 0.9 -2.0 7.6 -2.322
C -7.2816 5.4292 2.4283 2.8 -6.2 4.3 0.240
O -6.2973 5.5061 1.5379 6.0 -0.1 -2.9 -0.326
C -5.1014 4.6499 1.5181 1.0 0.0 -2.7 0.375
C -4.0629 4.9064 0.3857 -1.0 -7.3 8.7 -1.122
C -2.8546 4.0239 0.5904 -3.3 2.2 1.3 0.777
C -2.6088 2.9982 1.5831 -7.1 -0.9 -0.2 -0.085
C -3.8888 2.6696 2.3692 3.8 -1.8 2.4 -0.738
C -4.9679 3.4741 2.3953 -1.0 3.2 -1.0 -0.105
H -5.7160 3.4300 3.1752 -0.1 -0.5 -0.1 0.353
H -3.7964 1.7671 3.2909 -0.3 2.7 -3.1 0.141
N -1.7104 2.0431 1.3585 2.6 4.1 -3.6 -0.424
C -0.8959 2.7381 0.2680 -3.1 -4.3 6.0 0.638
N 0.2537 2.1353 0.2536 2.5 2.3 -5.7 0.088
C 0.9145 2.4142 -1.1923 -2.0 3.2 6.4 -2.091
H 0.7758 3.4260 -1.3747 -1.5 2.0 -0.8 0.891
C 0.7413 1.5018 -2.1491 -6.5 -7.7 -0.8 -0.573
H 1.3221 1.5774 -2.9828 1.2 0.4 -2.5 0.635
H -0.5744 1.3986 -2.3367 3.9 0.4 -0.2 0.183
C 1.0136 -0.0676 -1.4622 -1.3 3.4 -7.7 0.522
C 2.4497 -0.3505 -1.5641 5.0 2.1 5.7 0.002
O 3.3630 0.4971 -1.0958 -3.8 -1.8 -2.9 -0.708
N 2.8574 -1.6354 -1.5153 3.7 1.6 0.1 0.398
C 2.1544 -2.7608 -1.7321 -5.7 -1.1 -5.8 -0.189
H 1.1815 -2.7126 -2.8502 2.5 0.6 2.6 0.231
H 1.3530 -2.9177 -1.0028 0.8 -1.1 0.2 0.289
C 3.0089 -3.8261 -2.3211 -3.4 -5.2 7.2 -1.329
N 3.6972 -4.3020 -1.0692 4.0 5.1 1.9 0.053
C 4.1698 -5.4691 -0.6189 -5.4 0.1 -5.7 0.628
N 4.9138 -5.5206 0.4044 1.5 -4.9 3.3 -0.523
C 5.0068 -6.8890 0.8188 -2.6 3.4 -5.9 -0.387
C 4.4745 -7.9745 0.1100 3.9 -2.4 8.9 -0.362
C 3.6131 -7.6838 -0.7865 -3.3 3.2 -7.9 -0.284
N 3.4834 -6.4177 -1.3845 1.6 -4.0 3.5 -0.512
H 3.1829 -8.4697 -1.3773 -0.8 -0.3 0.0 0.368
H 4.5709 -9.0134 0.7462 -0.3 2.5 -2.3 0.250
H 5.6753 -6.9249 1.5013 4.1 -1.1 5.1 0.582
C 4.5709 -3.0185 -0.2690 -0.5 -4.4 -7.3 -0.767
H 3.9704 -2.9290 0.5106 -1.5 0.6 4.2 0.509
C 4.3491 -1.9959 -1.2623 1.0 7.0 0.1 -0.535
H 4.8821 -1.8665 -2.2425 -0.4 -1.3 0.9 0.347
H 4.8991 -1.0563 -0.7017 -1.9 -1.6 -1.4 0.268
H 5.6054 -3.3350 -0.3325 -0.1 0.1 1.1 0.396
H 2.4121 -4.7719 -2.4197 -0.5 1.0 -0.2 0.536
H 3.4656 -3.9077 -3.1938 2.8 1.3 -3.8 0.359
H 0.4485 -0.6185 -2.2944 0.9 0.1 1.6 0.260
C 0.3467 -0.1045 -0.2054 -5.6 -5.8 -2.3 -0.507
H 0.6427 -0.9961 0.2158 0.5 -2.6 1.3 0.424
C 0.5778 0.8336 0.7175 4.3 5.3 6.1 -1.096
H 0.2746 0.6636 1.7650 -0.7 0.0 -0.8 0.439
H 1.7141 0.9038 0.8823 -1.1 -0.1 -0.3 0.402
H -0.8333 -0.2806 -0.3169 2.3 0.6 -0.2 0.169
H 1.8307 2.5364 -0.9065 6.1 -0.2 1.4 0.831
S -1.5273 4.1728 -0.4050 1.7 -0.5 -1.1 -0.312
H -4.1556 5.7860 -0.0251 0.0 4.3 -2.9 0.472
H -6.7791 5.4485 3.6689 -1.6 0.0 -3.3 0.197
H -7.6311 4.3220 2.2167 -0.6 1.8 1.3 0.279
H -8.9625 6.2732 2.8414 -2.4 0.2 1.8 0.510
H -7.8077 7.3438 2.2911 2.4 5.0 1.4 0.535
H -8.5163 6.4877 1.3538 -4.2 -0.4 -10.8 0.722

***

# 2
20
Properties=species:S:1:pos:R:3:forces:R:3:mulliken_charge:R:1 method="wB97M-V/def2-TZVPD" lumo_ev="0.9 / 0.9" homo_energy_ev="-8.564 / -8.565" e_tot_ev=-11412.289 de_lowest_kj_mol=668.5 total_charge=0 orbital_gap_ev="9.439 / 9.440"
C -1.0177 -0.0294 -0.9539 -2.7 -0.2 1.7 -0.030
C 1.8652 1.1577 -0.7586 -0.3 -0.2 0.3 -0.792
C -1.6649 -1.1976 -1.6193 -0.1 -0.2 0.3 -1.088
O 1.2388 -0.0608 -0.3258 1.1 -0.2 1.3 -0.306
H -0.4460 0.5446 -1.6799 1.3 -0.4 0.8 0.282
H -1.6771 0.6840 -0.4664 -0.4 -0.2 -0.2 0.391
H 2.9077 1.1837 -0.4359 -0.1 0.0 0.0 0.334
H 1.3322 2.0193 -0.3543 0.1 0.0 0.0 0.314
H 1.8115 1.1654 -1.8480 0.0 -0.1 0.1 0.287
H -0.9128 -1.9478 -1.8766 -0.1 0.0 0.0 0.283
H -2.1451 -0.8648 -2.5486 0.1 0.0 0.0 0.354
H -2.4166 -1.6544 -0.9783 0.0 0.0 -0.1 0.282
N -1.5357 0.0936 1.6610 0.4 0.3 -0.5 -0.528
C 1.2846 -0.3095 1.0628 1.5 1.2 -0.8 0.229
O -0.8272 -0.7630 0.7921 0.3 0.8 -2.0 -0.423
N 1.4496 0.6548 1.8940 -0.1 -0.8 -0.9 -0.753
H -0.8624 0.8388 1.8982 -0.2 -0.3 0.2 0.285
H -1.6856 -0.4536 2.5082 0.0 0.0 -0.2 0.267
H 1.7826 0.3005 2.7885 -0.4 0.0 0.0 0.213
H 1.5189 -1.3613 1.2406 -0.5 0.1 0.0 0.401

***

# 3
21
Properties=species:S:1:pos:R:3:forces:R:3:mulliken_charge:R:1 method="wB97M-V/def2-TZVPD" lumo_ev="-0.8 / -0.7" homo_energy_ev="-9.670 / -9.440" e_tot_ev=-23812.701 de_lowest_kj_mol=0.0 total_charge=0 orbital_gap_ev="8.885 / 8.737"
C 3.8512 3.6265 -0.2415 -1.2 -1.6 -0.2 -0.533
C 2.7182 2.8975 -0.0494 0.0 1.1 1.1 -0.264
C -2.5182 -0.9117 0.4052 -1.2 -1.4 2.2 -0.361
C -3.3115 -3.9365 -1.1314 -0.8 1.6 -0.3 -0.282
C 1.2544 0.2777 0.8035 1.2 -3.7 1.5 -0.526
N -1.1482 -0.5941 0.6909 0.5 -1.8 -0.5 -0.340
N -2.8889 -3.1399 -0.2518 0.3 0.4 1.1 -0.453
N 0.2140 1.1337 0.6347 -0.2 3.8 -0.3 -0.119
O -0.9390 0.6588 0.4557 -1.6 -0.1 -0.2 0.108
O -2.9131 -1.7920 -0.6306 0.9 -0.1 -1.2 -0.089
O 3.5456 0.2952 -1.1912 -0.3 0.0 0.7 -0.559
Si 2.6692 1.0352 -0.1797 0.4 0.9 -0.8 0.605
H 3.8490 4.6714 0.0699 0.4 -0.2 -0.4 0.253
H 4.6897 3.1012 -0.7324 -0.2 0.8 0.5 0.273
H 1.8565 3.4429 0.4326 0.9 -0.8 -0.5 0.283
H -3.1236 -0.0444 0.2964 -0.4 0.9 -0.4 0.425
H -2.8542 -1.4110 1.3416 0.1 0.2 -0.4 0.298
H -3.7228 -3.6192 -2.0724 0.2 0.4 -0.6 0.294
H -3.5827 -4.9018 -0.8319 0.5 -1.5 0.6 0.254
H 0.9587 -0.6670 0.2657 0.6 0.2 0.3 0.360
H 1.3956 -0.1225 1.9162 -0.1 0.9 -2.0 0.375

***

# 4
109
Properties=species:S:1:pos:R:3:forces:R:3:mulliken_charge:R:1 method="wB97M-V/def2-TZVPD" lumo_ev=0.8 homo_energy_ev=-4.537 e_tot_ev=-2594413.940 de_lowest_kj_mol=141.0 total_charge=-1 orbital_gap_ev=5.315
C -1.8508 2.2304 4.2782 -1.1 -0.3 -0.2 -0.342
C -3.3261 1.7960 3.9586 1.2 1.2 0.0 -0.534
O -3.3253 1.3246 2.6197 -0.7 -0.7 0.6 -0.333
C -2.8466 -0.0119 2.5888 -0.4 -0.9 0.0 1.080
C -3.2753 -0.7441 1.2944 0.5 0.9 0.0 -0.917
O -2.1381 -1.1647 0.5723 -0.5 -0.2 0.2 -0.147
C -1.4874 -2.2844 1.1578 0.6 0.2 -0.2 -0.682
Si 0.0841 -2.6589 0.1307 -0.2 -1.8 -0.1 0.198
Cl -0.0521 -1.4943 -1.6076 0.2 0.1 0.5 -0.353
O 1.5314 -2.4431 1.0130 -0.8 2.0 -0.6 -0.254
Si 2.1752 -0.8965 1.0305 1.0 -1.1 0.9 -0.013
C 1.3250 0.2415 2.3431 1.0 1.8 -0.3 0.382
C 0.7803 1.4488 1.5828 -1.9 -1.9 -0.9 0.017
O -0.1258 1.2994 0.8095 0.9 1.2 0.7 -0.420
F 1.3438 2.6931 1.7292 0.1 -0.8 0.3 -0.294
C 4.0238 -1.0000 1.5853 0.2 0.5 -0.9 -1.292
C 4.8864 -0.3449 0.4866 -0.8 -0.4 1.2 0.798
C 4.6941 1.0294 0.3068 -0.5 0.4 0.4 -0.379
C 5.3603 1.7412 -0.6494 0.3 -0.8 -0.3 -0.851
C 6.2597 1.0433 -1.4859 0.4 1.5 -0.2 1.911
C 6.9373 1.9032 -2.5579 -1.1 -0.6 0.2 -1.954
C 6.4671 -0.3118 -1.3027 1.0 -0.6 0.5 -0.465
C 5.7762 -1.0278 -0.3055 0.6 0.6 0.1 -1.002
C 0.0290 -4.4929 -0.4223 0.2 -1.3 -1.1 0.532
O 0.1529 -4.7143 -1.6497 0.0 0.8 0.0 -0.661
O -0.1146 -5.3859 0.4419 -0.1 0.8 1.0 -0.757
H -1.7771 2.7915 5.2134 0.0 0.0 -0.2 0.274
H -1.5149 2.8378 3.4079 0.0 -0.4 0.7 -0.027
H -1.2603 1.3140 4.3809 0.2 0.3 -0.1 0.196
H -3.6997 1.0527 4.6791 0.1 0.0 -0.3 0.331
H -3.9967 2.6644 4.0267 0.2 -0.2 -0.3 0.361
H -3.2525 -0.5888 3.4452 0.1 0.4 0.0 0.468
H -1.7526 -0.0428 2.6947 -0.2 0.1 -0.3 -0.914
H -3.7987 0.0059 0.6786 0.2 -0.3 0.0 0.322
H -4.0070 -1.5469 1.5068 1.3 0.1 -0.4 0.167
H -2.1017 -3.2007 1.1021 0.1 0.2 0.0 0.470
H -1.2129 -2.1272 2.2185 -0.2 0.0 -0.2 0.285
H 2.1291 -0.2221 -0.2677 -0.1 0.1 -0.1 0.022
H 0.5405 -0.2645 2.9121 0.0 0.2 -0.3 0.306
H 2.1025 0.6264 3.0133 -0.1 -0.4 0.1 0.316
H 4.3261 -2.0345 1.7817 -0.1 0.2 0.0 0.452
H 4.1902 -0.3836 2.4807 -0.2 -0.4 0.0 0.496
H 3.9891 1.5648 0.9495 0.1 -0.2 -0.1 0.463
H 5.2105 2.8119 -0.7703 0.0 -0.2 0.0 0.386
H 7.9817 1.6467 -2.7006 -0.1 0.2 -0.1 0.618
H 6.8223 2.9695 -2.3253 0.2 -0.3 0.1 0.434
H 6.3617 1.7474 -3.4897 0.6 -0.2 0.7 -0.184
H 7.1838 -0.8753 -1.9412 -0.8 0.6 0.9 -0.217
H 5.9228 -2.0928 -0.1487 0.0 0.1 -0.2 0.410
C 3.0956 -2.1315 -3.2812 -0.1 0.0 -0.1 -0.221
Br 3.1397 -3.4613 -1.8986 0.1 0.1 -0.1 0.001
Br 4.3978 -0.7460 -2.9299 -1.2 -0.4 -1.1 0.139
Br 3.3333 -2.9119 -5.0343 0.0 0.0 0.1 -0.085
H 2.1143 -1.6764 -3.2643 0.0 -0.1 0.0 0.211
C 1.6179 4.0352 5.5918 0.0 0.0 0.0 -0.047
Br 1.6423 2.1166 5.4932 0.0 0.0 0.0 0.010
Br 0.1335 4.6614 6.6414 0.0 0.1 0.1 -0.036
Br 3.3049 4.7155 6.2226 -0.5 -0.1 -0.2 0.019
H 1.4798 4.4116 4.5853 0.0 0.0 0.0 0.070
C -7.3316 -2.7739 2.1533 -0.1 0.0 0.0 0.202
Br -7.1450 -4.1267 3.5131 0.0 0.1 -0.1 -0.024
Br -6.0713 -1.3311 2.3956 -1.1 -0.1 0.4 0.050
Br -7.2256 -3.5176 0.3835 0.2 0.0 0.1 0.041
H -8.3203 -2.3516 2.2617 0.0 -0.1 0.0 -0.248
C -9.4539 0.5142 1.2629 0.1 0.1 -0.1 0.009
Br -10.1497 -0.0229 -0.4509 0.1 0.2 0.1 0.106
Br -9.6677 2.4059 1.5631 0.0 -0.1 0.0 -0.043
Br -10.2288 -0.5229 2.6979 0.0 0.1 -0.1 -0.089
H -8.3897 0.3107 1.2577 0.0 0.0 0.0 0.045
C -11.1672 -4.5614 -1.3955 0.1 -0.1 0.2 0.079
Br -12.9172 -5.3688 -1.4226 0.1 -0.1 0.0 -0.042
Br -10.9340 -3.4068 0.1303 -0.2 -0.3 0.0 0.069
Br -9.7659 -5.8775 -1.5206 -0.1 0.1 0.0 -0.033
H -11.0963 -3.9401 -2.2746 0.0 0.0 0.0 -0.058
C -0.9312 4.9682 0.8650 0.0 -0.1 0.0 1.261
Br -0.7879 5.2205 -1.0382 0.0 0.0 0.2 -0.051
Br 0.2141 6.1940 1.8356 -0.1 -0.1 -0.1 -0.071
Br -2.7646 5.0663 1.4621 0.2 0.0 0.0 -0.029
H -0.5793 3.9669 1.0792 0.0 0.0 0.0 -1.147
C -13.1246 -1.6038 -3.7108 -0.1 0.0 0.1 -0.296
Br -13.8764 -2.8717 -4.9527 0.1 0.0 0.1 -0.013
Br -13.9180 -1.7590 -1.9588 0.1 0.1 -0.2 -0.006
Br -11.1992 -1.7260 -3.6452 -0.1 0.1 -0.1 -0.100
H -13.3637 -0.6161 -4.0800 0.0 0.0 0.0 0.375
C 9.6169 -0.8270 -5.3191 -0.1 -0.1 0.0 -0.391
Br 8.2856 -0.6490 -3.9380 0.5 -0.3 -0.7 0.199
Br 8.8208 -1.2149 -7.0315 0.0 0.1 0.1 -0.024
Br 10.7620 0.7278 -5.4016 -0.1 0.0 0.0 -0.070
H 10.2422 -1.6698 -5.0585 0.0 0.1 0.0 0.367
C -8.9386 -8.6622 -4.9242 0.0 0.0 0.0 -0.322
Br -10.8368 -8.3852 -4.7125 0.1 0.0 0.0 -0.008
Br -7.9469 -7.0352 -4.6427 0.0 -0.1 0.0 -0.001
Br -8.2957 -10.0918 -3.8023 -0.1 0.1 0.0 -0.004
H -8.7735 -8.9631 -5.9493 0.0 0.0 0.0 0.329
C 7.1834 5.4399 4.1763 -0.1 0.0 -0.1 -0.354
Br 6.3997 4.1339 2.9930 0.1 0.0 0.1 0.095
Br 6.3531 5.4235 5.9153 0.6 0.1 0.0 -0.070
Br 9.0898 5.2282 4.2961 -0.2 0.2 0.3 -0.049
H 6.9936 6.4137 3.7464 0.0 0.0 0.0 0.379
C 9.9396 2.9103 0.9776 -0.1 -0.1 0.0 -0.333
Br 10.3594 2.3388 2.7779 0.0 -0.1 -0.3 -0.057
Br 8.3302 2.0821 0.2977 0.5 0.2 0.4 0.176
Br 9.8678 4.8379 0.8266 0.0 -0.2 -0.2 -0.063
H 10.7520 2.5789 0.3459 0.0 0.0 0.1 0.344
C 7.3307 3.5049 -6.9747 -0.1 -0.1 -0.1 -0.306
Br 6.7257 3.0173 -8.7420 0.0 0.1 0.1 -0.029
Br 7.1878 5.4048 -6.6698 0.0 -0.1 0.0 -0.037
Br 6.4350 2.4926 -5.6002 0.2 0.4 -0.9 0.199
H 8.3814 3.2522 -6.9188 0.0 0.0 0.0 0.283